Below is C2H8OS as an isolated structure at a distorted geometry, with properties calculated with ωB97M-V/def2-TZVPD.

Last column: Löwdin charge in e.
Geometry (Å):
1 C -2.6350 -0.5761 0.1196  -0.063
2 C -2.7098 -2.0380 0.0474  -0.165
3 S 2.9064 1.4960 0.4177  0.143
4 H -2.8186 -0.2725 1.1984  0.110
5 H -3.5110 -0.2468 -0.4507  0.088
6 H -1.9976 -2.5606 0.6681  0.079
7 H -3.7702 -2.3286 0.2562  0.114
8 H -2.4537 -2.1841 -1.0292  0.101
9 H 4.0486 1.8729 -0.2238  -0.334
10 H 0.2703 0.3873 -0.6306  0.012
11 H -1.3153 -0.3498 -0.4179  -0.030
12 O -0.3608 -0.3212 -0.8819  -0.056

Cartesian forces, eV/Å:
-3.520 -0.370 3.118
0.947 -0.277 -1.795
0.025 -0.039 -0.244
1.302 0.611 -1.208
1.005 1.077 -0.639
-0.017 -0.229 0.225
0.672 0.011 -0.214
-0.488 -1.046 0.601
-0.524 -0.201 0.124
-0.805 0.036 0.475
0.973 0.875 0.018
0.430 -0.447 -0.462

Output
2S+1: 1
Frontier orbital gap, eV: 2.989
Relative energy (zero: lowest compared OMol25 entry of this formula, charge and spin), kJ/mol: 695.2